Entry 1:
{"formula": "C7H7N3O2", "method": "ωB97M-V/def2-TZVPD", "species": ["C", "C", "C", "C", "C", "C", "C", "N", "N", "N", "O", "O", "H", "H", "H", "H", "H", "H", "H"], "coordinates": [[-0.674544, -0.973100, 0.195732], [0.475743, -1.209952, 1.191077], [-0.804193, 0.446188, 0.708014], [0.189663, 0.133887, 1.959596], [1.827030, -0.583307, 1.168578], [-0.441032, -0.339807, -1.189876], [-0.457372, 0.925232, -0.725707], [1.630421, 0.354848, 2.017420], [-0.468130, -0.785737, -2.432165], [-0.109354, 2.175958, -1.173040], [0.243385, 3.020200, -0.381796], [-0.106489, 2.340301, -2.383327], [-1.549882, -1.592269, 0.236642], [0.483297, -2.084243, 1.837393], [-1.691908, 0.738431, 1.266613], [-0.472547, 0.324780, 2.773521], [2.705596, -0.842878, 0.756483], [-0.165282, -0.216843, -3.287935], [-0.614404, -1.831687, -2.537223]], "forces_ev_per_a": [[-0.02, 0.26, -1.85], [-0.84, -0.25, 1.31], [1.00, 1.72, 0.47], [-0.16, -0.60, -1.48], [-2.53, 0.67, 1.19], [-0.34, 0.56, -0.27], [-0.40, -1.08, 4.29], [0.00, 1.22, -0.51], [0.62, -2.47, -2.51], [0.64, 0.56, -0.78], [-0.23, 0.39, 0.67], [-0.04, -0.03, -1.09], [-0.18, -0.66, 0.25], [-0.21, -0.35, -0.38], [-0.47, 0.26, -1.01], [0.34, -0.35, 1.27], [3.07, -0.91, -1.49], [-0.80, -1.06, 2.12], [0.55, 2.14, -0.18]], "orbital_gap_ev": 9.005, "charge": 0, "total_energy_ev": -15930.1457}

Entry 2:
{"formula": "C7H7N3O2S", "method": "ωB97M-V/def2-TZVPD", "species": ["C", "C", "C", "C", "C", "C", "C", "N", "N", "N", "O", "O", "S", "H", "H", "H", "H", "H", "H", "H"], "coordinates": [[0.871704, 0.420219, 0.309103], [0.898384, 0.115044, 2.439077], [0.055516, -1.658434, -2.747746], [1.034430, -0.176253, -1.023586], [-2.011890, 2.918327, 0.726857], [0.794622, -0.650483, 3.740379], [-0.631604, -1.046782, -3.888696], [1.009393, -0.501973, 1.286731], [0.778064, 1.708367, 0.618119], [0.487436, -0.954133, -1.782076], [-1.761498, 3.275254, 1.796193], [-2.229343, 2.505818, -0.311184], [0.776563, 1.797638, 2.298734], [0.056882, -2.751925, -2.755865], [1.785900, -0.540559, 4.095995], [-0.002007, -0.114451, 4.387428], [0.654633, -1.613283, 3.339041], [-0.870399, 0.013389, -3.611425], [-0.117909, -1.170897, -4.849794], [-1.578878, -1.574883, -4.067288]], "forces_ev_per_a": [[1.68, -0.78, -1.98], [-0.43, -0.80, 0.23], [-0.10, 0.16, 0.22], [0.31, 5.02, 2.88], [0.63, 0.09, 1.36], [-0.83, 3.02, -0.83], [-1.30, 1.02, -0.45], [-1.03, 0.14, 2.00], [-0.01, -0.12, 0.12], [-0.76, -3.75, -2.02], [-0.19, 0.59, 0.57], [-0.65, -0.56, -2.07], [0.13, -0.11, -1.16], [0.41, -0.19, 0.36], [0.84, -0.25, 1.34], [1.36, -1.56, -0.82], [-0.71, -1.51, 0.58], [0.35, -0.83, -0.77], [0.28, 0.34, 0.24], [0.00, 0.09, 0.17]], "orbital_gap_ev": [5.731, 8.690], "charge": 0, "spin_multiplicity": 3, "total_energy_ev": -26768.3421, "s2": 2.0360}

Entry 3:
{"formula": "C7H7N3O3", "method": "ωB97M-V/def2-TZVPD", "species": ["O", "C", "N", "C", "C", "C", "C", "N", "C", "C", "O", "O", "N", "H", "H", "H", "H", "H", "H", "H"], "coordinates": [[-0.912080, -1.431144, -0.628640], [-0.130967, -0.624691, -1.096545], [-0.527157, 0.281010, -2.096314], [-1.316154, 1.227127, -1.786651], [-1.911730, 1.573193, -0.482303], [-1.353056, 1.534971, 0.741642], [0.031081, 1.114791, 0.819404], [0.508496, 0.154057, 1.511778], [1.520139, -0.575601, 0.747135], [1.571895, -2.017026, 1.353229], [2.502082, -2.331393, 2.037918], [0.564505, -2.797090, 1.072784], [1.197221, -0.574951, -0.706490], [-1.632381, 1.846766, -2.624156], [-2.952684, 1.860969, -0.567531], [-1.934875, 1.697787, 1.635536], [0.604962, 1.535675, -0.024517], [2.523235, -0.152301, 0.875478], [-0.118806, -2.370295, 0.480682], [1.766275, 0.048144, -1.262440]], "forces_ev_per_a": [[-0.15, 0.06, 0.02], [0.11, -0.43, 0.06], [0.52, -0.12, 0.40], [0.19, 0.11, -0.27], [-0.23, 0.11, 0.71], [-0.46, 0.21, -0.10], [0.93, -0.15, -0.17], [-1.19, 0.59, -0.63], [0.48, -0.57, -0.04], [0.35, 1.09, -0.40], [0.16, -0.16, 0.19], [-0.72, -0.53, -0.16], [0.28, 0.08, -0.10], [-0.10, 0.06, 0.04], [-0.07, 0.03, 0.08], [-0.18, 0.07, 0.04], [-0.09, -0.22, 0.13], [-0.14, -0.16, -0.09], [0.41, -0.04, 0.22], [-0.10, -0.02, 0.06]], "smiles": "O=C1\\N=C/C=C\\C=N\\[C@@H](C(=O)O)N1", "orbital_gap_ev": 8.949, "charge": 0, "total_energy_ev": -17983.5204}

Entry 4:
{"formula": "C7H7NO", "method": "ωB97M-V/def2-TZVPD", "species": ["C", "C", "C", "C", "C", "C", "C", "H", "H", "H", "H", "H", "H", "H", "N", "O"], "coordinates": [[0.513103, 0.879242, 1.409565], [-0.689761, -0.027697, 1.665014], [0.658835, -0.976550, -0.222261], [0.355343, -0.904514, -1.814935], [-0.569637, 0.123937, -1.845049], [-0.357696, 0.811682, -0.441247], [1.028448, 0.461713, 0.083125], [-1.449339, 0.521814, 2.000637], [-0.563331, -0.820455, 2.526432], [1.146491, -2.160389, -0.042734], [0.059958, -1.968586, -2.594822], [-1.505917, 0.211871, -2.720865], [-0.774872, 2.020564, -0.131469], [2.137296, 0.744308, -0.377567], [-0.885943, -0.603399, 0.219125], [0.897023, 1.686459, 2.287052]], "forces_ev_per_a": [[2.04, 0.10, 5.85], [3.06, -4.10, -0.81], [-1.32, -3.07, -2.30], [-3.76, -1.83, -0.95], [0.37, -0.38, -2.57], [-3.08, 0.73, -3.15], [3.51, 0.38, -1.09], [-3.46, 2.29, 0.76], [0.34, 1.26, -1.87], [-1.27, 4.01, 0.45], [1.49, 3.47, 2.72], [3.15, 0.24, 3.00], [0.74, -4.10, -1.06], [-3.24, 0.11, 1.37], [2.10, 2.56, 2.83], [-0.66, -1.66, -3.19]], "orbital_gap_ev": 9.936, "charge": 0, "total_energy_ev": -10901.5470}

Entry 5:
{"formula": "C7H7NO2", "method": "ωB97M-V/def2-TZVPD", "species": ["C", "C", "C", "C", "C", "C", "C", "H", "H", "H", "H", "H", "H", "H", "N", "O", "O"], "coordinates": [[-2.352829, 0.218442, -0.094690], [-0.021509, -0.173746, -0.075097], [0.539480, 1.085959, 0.010573], [1.784561, 1.349889, 0.067322], [2.756954, 0.275137, -0.054742], [2.306088, -0.921176, -0.058458], [0.972450, -1.268410, -0.123075], [-4.625210, -0.039637, 0.003661], [-3.540045, -1.746309, 0.171556], [-0.238565, 1.833179, 0.014109], [2.161298, 2.571104, 0.261014], [3.703950, 0.546638, 0.149710], [3.165116, -1.820142, -0.156920], [0.531793, -2.248077, -0.037614], [-3.536117, -0.454566, 0.106174], [-2.255300, 1.363241, -0.211114], [-1.352108, -0.571518, 0.027592]], "forces_ev_per_a": [[-3.14, -2.06, 1.04], [3.56, -3.90, 0.04], [-7.68, 0.59, -0.31], [7.86, 3.23, 0.34], [-2.43, 6.69, 1.07], [1.54, -8.28, -1.29], [-4.00, 2.42, 0.58], [4.79, -1.17, 0.21], [0.23, 5.84, -0.37], [0.38, 0.61, 0.27], [-1.07, -3.97, -0.78], [3.35, 0.48, 0.07], [-2.58, 2.25, 0.53], [0.49, -0.39, -0.25], [-4.43, -4.91, 0.00], [-0.28, 5.44, -1.05], [3.41, -2.87, -0.07]], "orbital_gap_ev": 9.354, "charge": 0, "total_energy_ev": -12954.0246}

Entry 6:
{"formula": "C7H7NO3", "method": "ωB97M-V/def2-TZVPD", "species": ["C", "C", "C", "C", "C", "C", "O", "O", "C", "O", "N", "H", "H", "H", "H", "H", "H", "H"], "coordinates": [[3.644656, 0.061546, 0.119524], [2.122870, -0.154434, -0.061594], [1.519890, -1.451083, -0.065357], [0.123150, -1.480954, -0.043794], [-0.660645, -0.339409, 0.076410], [-2.139639, -0.365650, 0.018833], [-2.729960, -1.480184, -0.002275], [-2.832857, 0.774220, 0.092441], [0.065591, 0.847926, -0.088409], [-0.591308, 2.049103, -0.087428], [1.382843, 0.959029, -0.028216], [3.969178, 0.723498, -0.727323], [4.256231, -0.895837, 0.083872], [3.852373, 0.505245, 1.107026], [2.122282, -2.293800, -0.105071], [-0.542564, -2.484159, -0.061527], [-2.249457, 1.566696, 0.117447], [0.089825, 2.712399, 0.027512]], "forces_ev_per_a": [[-0.07, -0.81, -0.94], [0.36, -1.02, 1.22], [-1.22, 3.09, -0.28], [-1.58, -3.02, 0.43], [0.95, 1.20, -1.66], [-2.07, -3.73, 0.69], [1.59, 3.56, -0.13], [0.27, -0.11, -0.13], [0.14, 0.42, 1.48], [-0.10, -0.53, -0.19], [0.03, -0.46, -0.74], [-0.03, -0.44, 1.03], [-1.00, 1.04, -0.14], [-0.20, 0.14, -0.55], [0.83, -1.50, -0.07], [1.95, 2.29, 0.07], [-0.17, -0.60, -0.06], [0.32, 0.46, -0.04]], "smiles": "Cc1ccc(C(=O)O)c(O)n1", "orbital_gap_ev": 9.651, "charge": 0, "total_energy_ev": -15005.3247}

Entry 7:
{"formula": "C7H7O2", "method": "ωB97M-V/def2-TZVPD", "species": ["C", "C", "C", "C", "C", "C", "C", "O", "O", "H", "H", "H", "H", "H", "H", "H"], "coordinates": [[-0.691332, -0.435388, -0.033550], [-1.440234, -0.986516, -0.781014], [0.822589, 0.287991, 2.345902], [1.194121, 1.729064, 0.124063], [1.896174, 0.437063, -0.253506], [0.825137, 0.386412, 0.769685], [-2.600993, -1.561615, -1.525814], [1.711490, 1.046920, 2.827534], [0.066375, -0.442595, 2.913959], [1.605008, 2.551905, 0.730035], [0.556716, 1.963717, -0.716954], [1.721470, 0.045794, -1.286120], [2.867295, 0.098355, -0.008893], [-3.179477, -2.063230, -0.628218], [-2.107808, -2.171821, -2.356429], [-3.246531, -0.886058, -2.120680]], "forces_ev_per_a": [[4.70, 2.65, 2.57], [-2.18, 0.11, -1.39], [2.97, 1.70, -0.99], [-0.21, -0.91, -0.51], [0.16, -0.55, -0.88], [-4.25, -0.96, -1.64], [0.97, -0.91, 0.80], [-0.15, -0.07, -0.43], [-2.09, -1.77, 0.76], [-0.16, -0.89, -0.22], [-0.19, 0.59, 0.22], [-0.49, 0.45, 1.06], [1.09, 0.37, 0.91], [0.67, 0.26, -2.56], [-1.18, -0.25, 1.39], [0.34, 0.18, 0.91]], "orbital_gap_ev": 7.871, "charge": -1, "total_energy_ev": -11464.1653}